[1]
{
  "formula": "CH2F3P",
  "method": "wB97M-V/def2-TZVPD",
  "e_above_lowest_ev": 4.486,
  "lumo_energy_ev": [-1.94, -3.25],
  "e_homo_ev": [-10.5777, -9.3451],
  "homo_lumo_gap_ev": [8.636, 6.098],
  "total_energy_ev": -18507.328,
  "elements": ["C", "F", "F", "F", "P", "H", "H"],
  "coordinates": [[-1.25, -0.31, 0.34], [1.15, -1.21, 0.44], [0.64, -0.13, -1.51], [2.50, 2.24, -0.25], [0.41, 0.01, 0.00], [-1.90, 0.18, -0.32], [-1.55, -0.77, 1.30]]
}

[2]
{
  "formula": "CH2FLiOPr",
  "method": "wB97M-V/def2-TZVPD",
  "multiplicity": 4,
  "lumo_energy_ev": [-10.23, -13.47],
  "s_squared": 3.76,
  "total_charge": 2,
  "e_homo_ev": [-19.8768, -19.4787],
  "homo_lumo_gap_ev": [9.651, 6.004],
  "total_energy_ev": -20088.174,
  "elements": ["C", "O", "Pr", "Li", "F", "H", "H"],
  "coordinates": [[0.42, -0.07, 0.89], [-1.57, 0.34, -1.65], [-1.94, -0.06, 0.32], [0.28, -0.01, -2.01], [1.19, -0.06, -0.38], [0.81, -0.95, 1.41], [0.81, 0.81, 1.43]]
}

[3]
{
  "formula": "CH2FNO",
  "method": "wB97M-V/def2-TZVPD",
  "e_above_lowest_ev": 4.182,
  "lumo_energy_ev": 1.16,
  "smiles": "F[C@@H]1NO1",
  "e_homo_ev": -10.4629,
  "homo_lumo_gap_ev": 11.622,
  "total_energy_ev": -7320.777,
  "elements": ["F", "C", "N", "O", "H", "H"],
  "coordinates": [[-1.37, 0.67, 0.69], [-0.19, 0.14, 0.54], [0.14, -0.75, -0.41], [0.08, -1.06, 1.06], [0.70, 1.12, 0.57], [-0.59, -1.38, -0.97]]
}